[1]
This record from OMol25 describes a cluster of 2 separate species, C3H12N2OS in total in a non-equilibrium geometry. The level of theory is wB97M-V/def2-TZVPD.

Each atom is followed by the atoms it is bonded to, with distances in Å.
Cartesian coordinates (Å):
1 N -1.546 -1.805 -0.166  C2 1.466, H7 0.928, H8 0.995
2 C -1.079 -0.973 0.947  N1 1.466, N3 1.502, H9 1.123, H10 1.087
3 N -0.178 0.108 0.419  C2 1.502, C4 1.538, H11 0.997
4 C 1.176 -0.445 -0.058  N3 1.538, C5 1.542, H12 1.183, H13 1.102
5 C 2.280 0.439 0.554  C4 1.542, S6 1.832, H14 1.020, H15 1.080
6 S 2.577 1.698 -0.744  C5 1.832, H16 1.314
7 H -1.191 -2.653 -0.296  N1 0.928
8 H -2.446 -1.617 -0.545  N1 0.995
9 H -0.396 -1.577 1.603  C2 1.123
10 H -1.943 -0.628 1.509  C2 1.087
11 H -0.731 0.681 -0.181  N3 0.997
12 H 1.464 -0.713 -1.174  C4 1.183
13 H 1.261 -1.455 0.375  C4 1.102
14 H 3.110 -0.121 0.753  C5 1.020
15 H 2.018 1.016 1.429  C5 1.080
16 H 1.958 2.573 0.016  S6 1.314
17 O -1.988 1.740 -1.209  H18 0.931, H19 0.965
18 H -2.700 1.235 -1.531  O17 0.931
19 H -1.647 2.497 -1.701  O17 0.965

Max |F| (Eh/bohr): 0.087
Energy relative to the best compared isomer or geometry (same formula, charge and spin) (kcal/mol): 46.2
Multiplicity: 1
SMILES string: NCNCCS.O
DFT total energy (eV): -19166.7359


[2]
This record from OMol25 describes a cluster of 2 separate species, C3H12N2OS in total in a non-equilibrium geometry. The level of theory is wB97M-V/def2-TZVPD.

Each atom is followed by the atoms it is bonded to, with distances in Å.
Cartesian coordinates (Å):
1 N -2.142 0.728 -0.047  C2 1.561, H7 1.017, H8 1.020
2 C -1.653 -0.511 -0.860  N1 1.561, N3 1.448, H9 1.080, H10 1.095
3 N -0.437 -1.102 -0.342  C2 1.448, C4 1.483, H11 1.014
4 C 0.773 -0.382 -0.808  N3 1.483, C5 1.498, H12 1.099, H13 1.089
5 C 1.964 -0.766 0.017  C4 1.498, S6 1.845, H14 1.093, H15 1.090
6 S 3.455 0.272 -0.302  C5 1.845, H16 1.346
7 H -2.876 1.079 -0.657  N1 1.017
8 H -2.647 0.264 0.709  N1 1.020
9 H -1.516 -0.140 -1.865  C2 1.080
10 H -2.461 -1.248 -0.811  C2 1.095
11 H -0.479 -1.041 0.669  N3 1.014
12 H 0.594 0.679 -0.586  C4 1.099
13 H 0.903 -0.472 -1.885  C4 1.089
14 H 2.284 -1.799 -0.139  C5 1.093
15 H 1.749 -0.639 1.078  C5 1.090
16 H 2.788 1.405 -0.018  S6 1.346
17 O 0.208 0.971 1.911  H18 0.974, H19 0.962
18 H -0.654 0.954 1.459  O17 0.974
19 H 0.147 1.746 2.478  O17 0.962

Max |F| (Eh/bohr): 0.040
Energy relative to the best compared isomer or geometry (same formula, charge and spin) (kcal/mol): 13.9
Multiplicity: 1
SMILES string: NCNCCS.O
DFT total energy (eV): -19168.1377